Computed, not measured: a cluster of 3 separate species, C9H15O7 in total in a non-equilibrium geometry, with wB97M-V/def2-TZVPD.

The charge is -1. The calculation puts the HOMO-LUMO gap at 4.7196 eV. The energy above the lowest of the compared OMol25 structures with the same formula, charge and spin comes out at 60.5 kcal per mole. Its spin multiplicity is 1.

Each line ends with the Löwdin charge.
Positions of all 31 atoms, in Å:
C (-0.121, -2.326, 1.175)  -0.4204
O (-0.108, -3.238, 2.239)  -0.4475
H (0.511, -1.448, 1.040)  0.0396
H (-0.278, -2.632, 0.141)  0.0203
H (-1.020, -1.717, 1.275)  0.0199
C (-1.251, 0.011, -0.574)  -0.0434
C (-1.310, 0.584, 0.840)  -0.2115
C (-0.653, 2.033, 1.021)  -0.0754
O (-1.369, 2.505, 2.149)  0.0608
C (-2.596, 1.903, 2.190)  -0.4855
O (-3.588, 2.197, 2.873)  0.0887
O (-2.732, 0.984, 1.159)  0.0432
H (-2.121, 0.317, -1.154)  0.1122
H (-1.301, -1.071, -0.447)  0.0652
H (-0.317, 0.276, -1.068)  0.0369
H (-0.948, -0.132, 1.578)  0.1251
H (-0.693, 2.685, 0.148)  0.1403
H (0.355, 1.681, 1.242)  0.0921
C (0.704, -1.550, -1.741)  -0.0620
C (1.849, -0.673, -1.210)  -0.2469
C (1.798, 0.711, -1.895)  -0.0513
O (1.946, 1.570, -0.758)  0.1030
C (1.992, 0.867, 0.295)  -0.6395
O (2.436, 1.321, 1.399)  0.0853
O (1.489, -0.326, 0.122)  0.0377
H (-0.269, -1.075, -1.620)  0.0202
H (0.685, -2.528, -1.259)  0.0831
H (0.758, -1.542, -2.829)  0.0917
H (2.794, -1.196, -1.353)  0.1601
H (0.815, 0.753, -2.365)  0.1195
H (2.543, 1.057, -2.612)  0.1385

Computed, not measured: a cluster of 2 separate species, C4H10O2S in total in a non-equilibrium geometry, with wB97M-V/def2-TZVPD.

The charge is 0. The structure (SMILES) is O=CCCCS.O. The calculation puts the HOMO-LUMO gap at 9.7890 eV. The energy above the lowest of the compared OMol25 structures with the same formula, charge and spin comes out at 63.4 kcal per mole. Its spin multiplicity is 1.

Each line ends with the Löwdin charge.
Positions of all 17 atoms, in Å:
O (-2.863, 2.376, -0.679)  0.0329
C (-2.153, 1.371, -0.645)  -0.2189
C (-1.642, 1.214, 0.745)  -0.1939
C (-0.415, 0.309, 0.780)  -0.2614
C (0.699, 1.289, 0.349)  -0.5518
S (2.168, 0.734, -0.645)  0.6592
H (-1.800, 0.898, -1.498)  0.1112
H (-2.420, 0.565, 1.233)  0.1466
H (-1.463, 2.149, 1.149)  0.0983
H (-0.165, -0.031, 1.776)  0.1046
H (-0.630, -0.507, 0.195)  0.0752
H (1.122, 1.585, 1.389)  0.1113
H (0.224, 1.962, -0.375)  0.0506
H (2.801, 0.314, 0.451)  -0.1634
O (2.469, -4.699, -1.153)  -0.0671
H (2.183, -4.123, -1.943)  0.0857
H (1.884, -5.407, -1.128)  -0.0192

Computed, not measured: a cluster of 2 separate species, C4H14N4O in total in a non-equilibrium geometry, with wB97M-V/def2-TZVPD.

The charge is 0. The structure (SMILES) is NC(N)=NO.CCCN. The calculation puts the HOMO-LUMO gap at 9.3890 eV. The energy above the lowest of the compared OMol25 structures with the same formula, charge and spin comes out at 33.9 kcal per mole. Its spin multiplicity is 1.

Each line ends with the Löwdin charge.
Positions of all 23 atoms, in Å:
N (-1.431, 1.081, 1.053)  0.1458
C (-0.588, 0.549, 2.007)  -0.5764
N (0.568, 1.259, 2.262)  0.1118
N (-0.729, -0.602, 2.549)  0.0060
O (-2.013, -1.178, 2.297)  -0.1042
H (-1.454, 2.088, 1.006)  0.1004
H (-2.343, 0.648, 1.053)  0.0871
H (1.249, 0.726, 2.781)  0.0935
H (0.970, 1.720, 1.454)  0.0786
H (-1.986, -1.984, 2.825)  0.0815
C (-0.142, -1.595, -1.209)  -0.1249
C (1.228, -0.974, -1.430)  -0.2392
C (1.240, 0.672, -1.265)  -0.2858
N (0.342, 1.410, -2.094)  -0.0134
H (-0.121, -2.665, -1.414)  0.0688
H (-0.884, -1.138, -1.866)  0.0629
H (-0.468, -1.443, -0.182)  0.0473
H (1.582, -1.184, -2.443)  0.0845
H (1.952, -1.402, -0.734)  0.0925
H (0.854, 0.540, -0.240)  0.0584
H (2.265, 1.011, -1.433)  0.1018
H (0.534, 1.273, -3.083)  0.0706
H (-0.627, 1.187, -1.896)  0.0523

Computed, not measured: a structure of composition C3H6O2 in a non-equilibrium geometry, with wB97M-V/def2-TZVPD.

The charge is 0. The calculation puts the HOMO-LUMO gap at 11.3958 eV. The energy above the lowest of the compared OMol25 structures with the same formula, charge and spin comes out at 94.8 kcal per mole. Its spin multiplicity is 1.

Each line ends with the Löwdin charge.
Positions of all 11 atoms, in Å:
C (1.660, -0.480, -0.041)  0.0756
C (0.557, 0.608, -0.195)  -0.5386
C (-1.737, 0.072, 0.164)  -0.0369
H (2.312, -0.015, 0.286)  -0.0544
H (1.405, -1.342, 0.613)  0.1204
H (1.882, -1.079, -0.803)  0.0512
H (-1.942, 1.043, 0.365)  0.0072
H (-2.791, -0.176, -0.692)  0.1997
H (-1.479, -0.414, 1.138)  0.0969
O (0.690, 1.747, -0.103)  0.1921
O (-0.557, 0.035, -0.734)  -0.1133